Below is 6 unconnected molecules or ions with the total composition C42H84BNO17S, with properties calculated with the ωB97M-V functional and the def2-TZVPD basis.

Output
frontier orbital gap = 9.217 eV
HOMO level = -8.74 eV
total charge = 0
max |F| = 0.0393 hartree/bohr
total energy = -3407.4422 a.u.

Last column: Löwdin charge in e.
Cartesian coordinates (Å):
C1 -5.7312 1.4049 6.9386  -0.059
C2 -4.9192 2.0864 5.8243  -0.218
O1 -3.5447 2.3087 6.1730  0.075
B1 -2.6834 1.3512 5.7005  -0.580
O2 -3.1424 0.0591 5.6917  0.198
C3 -1.1898 1.7900 5.2405  -0.287
C4 -0.7396 3.0669 5.9956  -0.098
C5 0.3698 3.8985 5.2891  -0.262
C6 -0.0622 5.3764 5.1605  -0.544
S1 1.0746 6.2224 3.9877  0.672
C7 -0.2720 0.6228 5.7072  -0.095
C8 1.1969 0.7311 5.1988  -0.144
C9 1.6217 -0.5991 4.5111  -0.074
C10 1.2426 -0.6089 3.0462  -0.436
O3 0.8730 0.3502 2.4159  0.126
O4 1.2951 -1.8490 2.4305  -0.040
C11 2.2430 -1.9147 1.3707  -0.228
C12 3.6140 -2.4831 1.8200  -0.052
O5 -1.0071 1.8399 3.8084  0.025
C13 -1.9114 2.5807 3.1308  -0.432
O6 -2.3340 3.6654 3.4590  0.150
C14 -2.3459 1.9449 1.8139  -0.070
C15 -3.8808 1.8350 1.6738  -0.051
C16 -4.2794 0.4003 1.3695  -0.381
O7 -5.3215 -0.0596 1.7746  0.119
N1 -3.3499 -0.4561 0.5967  0.103
C17 -3.3139 -1.7523 1.2183  -0.286
C18 -3.9240 -2.8645 0.7044  -0.045
C19 -3.8450 -4.0439 1.4110  -0.114
C20 -3.1788 -4.1247 2.5970  -0.097
C21 -2.5306 -3.0110 3.0957  -0.075
C22 -2.6048 -1.8378 2.3995  -0.043
H1 -6.7025 1.9105 6.9904  0.072
H2 -5.2695 1.5329 7.9202  0.083
H3 -5.9139 0.3465 6.7434  0.074
H4 -5.0400 1.5805 4.8620  0.112
H5 -5.3584 3.0826 5.6989  0.122
H6 -2.6617 -0.5105 5.0818  0.085
H7 -0.3222 2.7287 6.9513  0.122
H8 -1.5592 3.7413 6.2528  0.114
H9 0.6856 3.5086 4.3219  0.078
H10 1.2586 3.8969 5.9319  0.111
H11 -0.0217 5.8690 6.1347  0.071
H12 -1.0808 5.4470 4.7761  0.055
H13 1.8779 5.2088 3.6008  -0.158
H14 -0.6431 -0.3464 5.3490  0.103
H15 -0.2551 0.5850 6.7994  0.131
H16 1.8755 0.8710 6.0445  0.116
H17 1.3419 1.5162 4.4590  0.097
H18 1.1309 -1.4193 5.0429  0.124
H19 2.7104 -0.6873 4.6000  0.129
H20 2.4261 -0.9643 0.8611  0.120
H21 1.8631 -2.6211 0.6263  0.109
H22 3.4110 -3.1435 2.6682  0.080
H23 4.0553 -3.0204 0.9779  0.063
H24 4.2874 -1.6810 2.1351  0.072
H25 -1.9955 2.6445 1.0439  0.116
H26 -1.8012 1.0167 1.6419  0.093
H27 -4.2171 2.4290 0.8154  0.127
H28 -4.3981 2.2096 2.5564  0.116
H29 -3.7365 -0.5638 -0.3400  0.121
H30 -4.4552 -2.8031 -0.2401  0.129
H31 -4.3288 -4.9325 1.0175  0.118
H32 -3.1365 -5.0414 3.1747  0.112
H33 -1.9803 -3.0234 4.0317  0.109
H34 -2.1043 -0.9382 2.7580  0.110
C23 2.3100 3.2849 -3.0724  -0.109
O8 2.7057 3.9651 -1.8926  -0.184
C24 1.7917 4.9836 -1.5142  -0.199
C25 0.8888 4.5315 -0.3860  -0.188
O9 0.0190 3.4887 -0.8088  -0.214
C26 0.4423 2.2010 -0.3953  -0.099
H35 2.9228 2.3888 -3.1669  0.093
H36 1.2586 2.9859 -3.0354  0.074
H37 2.4792 3.9165 -3.9499  0.083
H38 1.1983 5.3131 -2.3727  0.128
H39 2.3852 5.8356 -1.1676  0.126
H40 0.2586 5.3721 -0.0808  0.128
H41 1.4776 4.2172 0.4810  0.126
H42 0.2458 2.0747 0.6723  0.063
H43 1.5036 2.0313 -0.5896  0.092
H44 -0.1377 1.4633 -0.9517  0.083
C27 -1.2794 -3.9818 -0.0970  -0.102
O10 -0.1506 -4.5382 -0.7555  -0.184
C28 0.5242 -5.5024 0.0400  -0.205
C29 0.1792 -6.9158 -0.3828  -0.203
O11 -1.1824 -7.2195 -0.1202  -0.188
C30 -1.9997 -7.1433 -1.2749  -0.109
H45 -1.8695 -3.4355 -0.8321  0.094
H46 -1.9098 -4.7528 0.3520  0.067
H47 -0.9540 -3.2797 0.6786  0.092
H48 0.3071 -5.3537 1.1024  0.130
H49 1.5987 -5.3462 -0.1096  0.115
H50 0.7822 -7.6155 0.2045  0.125
H51 0.4138 -7.0697 -1.4405  0.126
H52 -1.8186 -8.0091 -1.9208  0.088
H53 -1.8200 -6.2259 -1.8398  0.085
H54 -3.0397 -7.1573 -0.9520  0.086
C31 5.7267 -5.6360 -0.2856  -0.111
O12 6.3634 -4.4633 -0.7605  -0.196
C32 7.6765 -4.7042 -1.2453  -0.204
C33 7.7108 -4.7616 -2.7587  -0.205
O13 7.0016 -5.8886 -3.2530  -0.191
C34 5.7090 -5.5625 -3.7338  -0.111
H55 4.6682 -5.4143 -0.1503  0.074
H56 5.8218 -6.4675 -0.9877  0.086
H57 6.1491 -5.9262 0.6825  0.091
H58 8.0882 -5.6224 -0.8159  0.127
H59 8.2993 -3.8676 -0.9130  0.125
H60 8.7503 -4.8701 -3.0822  0.125
H61 7.3158 -3.8363 -3.1887  0.126
H62 5.7855 -5.0511 -4.6990  0.088
H63 5.1617 -4.9297 -3.0314  0.083
H64 5.1572 -6.4913 -3.8713  0.089
C35 0.7435 4.2911 -9.0822  -0.111
O14 1.9197 3.5866 -9.4415  -0.191
C36 3.0871 4.1081 -8.8245  -0.205
C37 3.5171 3.2655 -7.6413  -0.201
O15 2.5696 3.3307 -6.5847  -0.204
C38 1.7253 2.1940 -6.5266  -0.111
H65 -0.1129 3.7008 -9.4050  0.089
H66 0.6754 4.4455 -8.0029  0.084
H67 0.7123 5.2601 -9.5917  0.088
H68 2.9363 5.1486 -8.5214  0.126
H69 3.8832 4.0875 -9.5755  0.125
H70 4.4594 3.6622 -7.2513  0.126
H71 3.6854 2.2286 -7.9470  0.127
H72 2.2804 1.3397 -6.1238  0.090
H73 1.3234 1.9355 -7.5086  0.085
H74 0.8957 2.4218 -5.8578  0.084
C39 -4.4165 3.5852 -3.0110  -0.110
O16 -3.1388 3.2602 -3.5278  -0.181
C40 -2.3976 2.4019 -2.6712  -0.200
C41 -2.4305 0.9664 -3.1540  -0.194
O17 -3.7392 0.4112 -3.0623  -0.205
C42 -4.4165 0.3801 -4.3071  -0.108
H75 -4.9959 4.0447 -3.8108  0.089
H76 -4.9500 2.6991 -2.6572  0.082
H77 -4.3207 4.3051 -2.1907  0.089
H78 -2.7604 2.4705 -1.6402  0.118
H79 -1.3624 2.7506 -2.6847  0.107
H80 -1.7847 0.3640 -2.5069  0.117
H81 -2.0496 0.8939 -4.1772  0.127
H82 -4.0054 -0.4149 -4.9380  0.089
H83 -4.3423 1.3346 -4.8325  0.085
H84 -5.4671 0.1676 -4.1138  0.089